This record from the OMol25 dataset describes a 3-piece molecular cluster, C20H42N2O2Si overall. The level of theory is ωB97M-V/def2-TZVPD.

```
! wB97M-V def2-TZVPD RIJCOSX def2/J DEFGRID3
* xyz 0 3
C -0.123 -3.639 -2.134
C -1.226 -3.968 -1.369
Si -2.910 -3.668 -2.159
H 0.469 -2.775 -1.920
H 0.078 -4.253 -2.987
H -1.108 -4.395 -0.391
H -2.716 -2.778 -3.323
H -3.446 -4.955 -2.654
H -3.829 -2.972 -1.241
C -2.478 3.844 -0.434
C -2.316 3.510 -1.927
C -3.661 3.081 -2.513
C -4.082 1.684 -2.062
C -2.986 0.674 -2.398
C -1.627 1.056 -1.825
N -1.268 2.471 -2.125
O -0.871 2.535 -3.339
C -1.625 0.793 -0.307
C -0.573 0.103 -2.368
C -1.901 4.835 -2.550
H -3.290 4.559 -0.304
H -2.722 2.994 0.196
H -1.569 4.295 -0.039
H -3.605 3.098 -3.605
H -4.427 3.806 -2.234
H -4.304 1.679 -0.992
H -5.007 1.400 -2.567
H -3.273 -0.312 -2.027
H -2.921 0.585 -3.487
H -0.785 1.288 0.180
H -1.527 -0.272 -0.106
H -2.546 1.090 0.192
H -0.537 0.096 -3.455
H -0.806 -0.910 -2.049
H 0.418 0.361 -1.990
H -0.927 5.153 -2.179
H -2.628 5.603 -2.287
H -1.854 4.788 -3.635
C 2.550 -2.338 4.131
C 1.841 -1.871 2.847
C 2.406 -2.619 1.642
C 3.804 -2.146 1.253
C 3.797 -0.638 1.010
C 3.251 0.155 2.196
N 1.954 -0.394 2.689
O 1.032 -0.014 1.891
C 4.302 0.174 3.323
C 3.096 1.616 1.794
C 0.394 -2.293 3.061
H 2.510 -3.424 4.198
H 3.600 -2.072 4.191
H 2.057 -1.930 5.014
H 1.738 -2.488 0.785
H 2.423 -3.689 1.854
H 4.528 -2.415 2.026
H 4.123 -2.661 0.345
H 4.809 -0.298 0.783
H 3.196 -0.432 0.119
H 3.862 0.489 4.269
H 5.096 0.880 3.085
H 4.805 -0.780 3.469
H 2.454 1.742 0.926
H 4.069 2.029 1.535
H 2.685 2.204 2.615
H -0.052 -1.750 3.894
H 0.356 -3.356 3.292
H -0.220 -2.129 2.178
*
```

Output
Maximum force = 2.4 eV/Å
E = -36366.7290 eV
Gap between HOMO and LUMO = 7.5 eV
HOMO energy = -7.9316 eV
Expectation value of S² = 2.008

Löwdin population analysis, charges in e, atoms 1 to 2:
1. C -0.076
2. C -0.358

This record from the OMol25 dataset describes a 10-piece molecular cluster, C20H42N3O33S7 overall. The level of theory is ωB97M-V/def2-TZVPD.

```
! wB97M-V def2-TZVPD RIJCOSX def2/J DEFGRID3
* xyz -1 1
N -0.190 -0.593 -0.384
O 0.410 -1.706 -0.289
O -0.485 0.018 0.671
O -0.514 -0.176 -1.532
C -0.350 -1.726 3.200
C -1.873 -1.736 3.017
O -2.261 -3.136 3.093
S -1.037 -4.114 3.442
O -1.099 -5.282 2.621
O -0.879 -4.405 4.839
O 0.073 -3.061 2.915
H -0.061 -1.614 4.246
H 0.145 -0.996 2.571
H -2.086 -1.552 1.962
H -2.472 -1.100 3.657
C -2.603 -1.246 -3.625
C -2.590 -2.070 -4.878
O -3.276 -1.305 -5.860
S -4.346 -0.347 -5.146
O -5.686 -0.748 -5.494
O -4.040 1.044 -5.271
O -4.017 -0.830 -3.644
H -2.031 -0.310 -3.632
H -2.198 -1.632 -2.693
H -3.232 -2.935 -4.689
H -1.613 -2.411 -5.209
C -1.284 -3.478 -0.163
C -0.296 -4.512 0.366
O 0.820 -4.426 -0.515
S 0.402 -3.953 -1.995
O 0.091 -5.054 -2.837
O 1.324 -2.960 -2.406
O -0.966 -3.239 -1.543
H -1.156 -2.527 0.359
H -2.314 -3.763 0.049
H -0.746 -5.493 0.198
H 0.012 -4.268 1.376
C -2.854 2.815 1.507
C -1.350 2.834 1.219
O -0.857 4.123 1.615
S -1.963 5.003 2.373
O -2.651 5.905 1.474
O -1.425 5.589 3.557
O -2.898 3.689 2.636
H -3.215 1.856 1.865
H -3.469 3.253 0.719
H -1.108 2.655 0.177
H -0.835 2.210 1.946
C 1.129 2.849 4.057
C 1.286 1.419 3.546
O 0.603 0.704 4.581
S -0.735 1.481 5.158
O -0.854 1.296 6.567
O -1.858 1.198 4.297
O -0.085 2.921 4.748
H 1.236 3.604 3.271
H 2.030 3.170 4.595
H 2.285 0.991 3.535
H 0.743 1.198 2.621
C 3.158 0.079 -2.803
C 1.932 0.590 -3.541
O 2.194 0.575 -4.959
S 3.759 0.172 -5.243
O 4.320 1.157 -6.109
O 3.801 -1.195 -5.631
O 4.223 0.435 -3.743
H 3.236 -0.977 -2.561
H 3.414 0.657 -1.922
H 1.619 1.622 -3.389
H 1.091 -0.065 -3.309
C 3.891 -3.370 0.789
C 2.713 -2.671 1.478
O 3.232 -1.487 2.018
S 4.307 -0.866 0.931
O 5.438 -0.294 1.577
O 3.605 -0.096 -0.050
O 4.715 -2.321 0.275
H 3.563 -4.092 0.046
H 4.412 -3.950 1.555
H 2.396 -3.176 2.392
H 1.888 -2.569 0.763
C 5.072 3.433 0.881
C 3.557 3.513 0.861
O 2.906 3.840 1.845
N 3.000 3.054 -0.280
C 1.593 2.747 -0.459
H 5.452 3.338 -0.140
H 5.486 2.565 1.391
H 5.456 4.364 1.295
H 3.598 2.512 -0.881
H 1.017 3.676 -0.514
H 1.247 2.296 0.475
H 1.273 2.167 -1.319
C -3.394 2.461 -2.419
C -3.963 1.494 -1.358
O -5.123 1.661 -0.983
N -3.226 0.446 -0.963
C -3.780 -0.561 -0.093
H -3.198 3.438 -1.980
H -4.174 2.504 -3.174
H -2.484 2.098 -2.900
H -2.241 0.337 -1.211
H -3.567 -0.470 0.980
H -3.298 -1.536 -0.226
H -4.852 -0.658 -0.234
*
```

Output
Maximum force = 3.1 eV/Å
E = -169298.3952 eV
Gap between HOMO and LUMO = 9.4 eV
HOMO energy = -7.6528 eV

Löwdin population analysis, charges in e, atoms 1 to 2:
1. N -0.459
2. O -0.088

This record from the OMol25 dataset describes a 2-piece molecular cluster, C20H42N3OP overall. The level of theory is ωB97M-V/def2-TZVPD.

```
! wB97M-V def2-TZVPD RIJCOSX def2/J DEFGRID3
* xyz 0 1
C 3.282 5.199 0.892
C 2.540 6.084 -0.110
O 1.242 5.642 -0.398
C 1.152 4.666 -1.445
C 1.361 3.215 -0.976
C 0.412 2.240 -1.679
C 0.992 0.864 -2.067
C 2.473 0.802 -2.491
C 3.315 -0.086 -1.562
C 3.835 0.567 -0.276
C 2.870 0.660 0.934
N 1.854 -0.375 1.077
P -0.830 1.840 -0.445
C -2.150 0.829 -1.292
C -2.098 -0.566 -0.651
C -1.662 3.409 0.116
C -1.455 3.629 1.624
H 2.558 4.793 1.597
H 4.040 5.770 1.425
H 3.746 4.352 0.387
H 3.129 6.190 -1.029
H 2.445 7.085 0.317
H 0.145 4.750 -1.844
H 1.867 4.934 -2.231
H 1.221 3.252 0.120
H 2.414 2.966 -1.128
H 0.395 0.482 -2.902
H 0.866 0.106 -1.269
H 2.524 0.332 -3.476
H 2.918 1.790 -2.596
H 4.197 -0.411 -2.121
H 2.733 -0.989 -1.363
H 4.714 0.007 0.046
H 4.131 1.586 -0.531
H 2.359 1.622 0.950
H 3.497 0.650 1.831
H 2.123 -1.247 0.649
H 0.954 -0.048 0.739
H -1.933 0.730 -2.356
H -3.131 1.284 -1.154
H -2.462 -0.500 0.374
H -1.049 -0.866 -0.607
H -2.678 -1.304 -1.217
H -1.273 4.271 -0.418
H -2.731 3.325 -0.087
H -1.531 4.683 1.887
H -0.472 3.260 1.916
H -2.173 3.046 2.203
C -4.255 -7.515 1.977
C -4.407 -6.549 0.817
N -3.220 -5.700 0.632
C -2.724 -5.285 -0.584
C -1.657 -4.495 -0.324
N -1.516 -4.437 1.041
C -2.475 -5.167 1.596
C -0.475 -3.701 1.775
H -4.179 -6.996 2.932
H -5.130 -8.161 2.025
H -3.370 -8.140 1.854
H -5.269 -5.898 0.960
H -4.549 -7.092 -0.114
H -3.193 -5.585 -1.503
H -0.980 -3.949 -0.958
H -2.621 -5.294 2.654
H 0.118 -4.405 2.353
H -0.937 -2.970 2.433
H 0.164 -3.181 1.069
*
```

Output
Maximum force = 0.7 eV/Å
E = -37221.8992 eV
Gap between HOMO and LUMO = 2.5 eV
HOMO energy = -3.4850 eV

Löwdin population analysis, charges in e, atoms 1 to 2:
1. C -0.077
2. C -0.297

Copy entry 3 word for word.
This record from the OMol25 dataset describes a 2-piece molecular cluster, C20H42N3OP overall. The level of theory is ωB97M-V/def2-TZVPD.

```
! wB97M-V def2-TZVPD RIJCOSX def2/J DEFGRID3
* xyz 0 1
C 3.282 5.199 0.892
C 2.540 6.084 -0.110
O 1.242 5.642 -0.398
C 1.152 4.666 -1.445
C 1.361 3.215 -0.976
C 0.412 2.240 -1.679
C 0.992 0.864 -2.067
C 2.473 0.802 -2.491
C 3.315 -0.086 -1.562
C 3.835 0.567 -0.276
C 2.870 0.660 0.934
N 1.854 -0.375 1.077
P -0.830 1.840 -0.445
C -2.150 0.829 -1.292
C -2.098 -0.566 -0.651
C -1.662 3.409 0.116
C -1.455 3.629 1.624
H 2.558 4.793 1.597
H 4.040 5.770 1.425
H 3.746 4.352 0.387
H 3.129 6.190 -1.029
H 2.445 7.085 0.317
H 0.145 4.750 -1.844
H 1.867 4.934 -2.231
H 1.221 3.252 0.120
H 2.414 2.966 -1.128
H 0.395 0.482 -2.902
H 0.866 0.106 -1.269
H 2.524 0.332 -3.476
H 2.918 1.790 -2.596
H 4.197 -0.411 -2.121
H 2.733 -0.989 -1.363
H 4.714 0.007 0.046
H 4.131 1.586 -0.531
H 2.359 1.622 0.950
H 3.497 0.650 1.831
H 2.123 -1.247 0.649
H 0.954 -0.048 0.739
H -1.933 0.730 -2.356
H -3.131 1.284 -1.154
H -2.462 -0.500 0.374
H -1.049 -0.866 -0.607
H -2.678 -1.304 -1.217
H -1.273 4.271 -0.418
H -2.731 3.325 -0.087
H -1.531 4.683 1.887
H -0.472 3.260 1.916
H -2.173 3.046 2.203
C -4.255 -7.515 1.977
C -4.407 -6.549 0.817
N -3.220 -5.700 0.632
C -2.724 -5.285 -0.584
C -1.657 -4.495 -0.324
N -1.516 -4.437 1.041
C -2.475 -5.167 1.596
C -0.475 -3.701 1.775
H -4.179 -6.996 2.932
H -5.130 -8.161 2.025
H -3.370 -8.140 1.854
H -5.269 -5.898 0.960
H -4.549 -7.092 -0.114
H -3.193 -5.585 -1.503
H -0.980 -3.949 -0.958
H -2.621 -5.294 2.654
H 0.118 -4.405 2.353
H -0.937 -2.970 2.433
H 0.164 -3.181 1.069
*
```

Output
Maximum force = 0.7 eV/Å
E = -37221.8992 eV
Gap between HOMO and LUMO = 2.5 eV
HOMO energy = -3.4850 eV

Löwdin population analysis, charges in e, atoms 1 to 2:
1. C -0.077
2. C -0.297

Repeat the third record exactly.
This record from the OMol25 dataset describes a 2-piece molecular cluster, C20H42N3OP overall. The level of theory is ωB97M-V/def2-TZVPD.

```
! wB97M-V def2-TZVPD RIJCOSX def2/J DEFGRID3
* xyz 0 1
C 3.282 5.199 0.892
C 2.540 6.084 -0.110
O 1.242 5.642 -0.398
C 1.152 4.666 -1.445
C 1.361 3.215 -0.976
C 0.412 2.240 -1.679
C 0.992 0.864 -2.067
C 2.473 0.802 -2.491
C 3.315 -0.086 -1.562
C 3.835 0.567 -0.276
C 2.870 0.660 0.934
N 1.854 -0.375 1.077
P -0.830 1.840 -0.445
C -2.150 0.829 -1.292
C -2.098 -0.566 -0.651
C -1.662 3.409 0.116
C -1.455 3.629 1.624
H 2.558 4.793 1.597
H 4.040 5.770 1.425
H 3.746 4.352 0.387
H 3.129 6.190 -1.029
H 2.445 7.085 0.317
H 0.145 4.750 -1.844
H 1.867 4.934 -2.231
H 1.221 3.252 0.120
H 2.414 2.966 -1.128
H 0.395 0.482 -2.902
H 0.866 0.106 -1.269
H 2.524 0.332 -3.476
H 2.918 1.790 -2.596
H 4.197 -0.411 -2.121
H 2.733 -0.989 -1.363
H 4.714 0.007 0.046
H 4.131 1.586 -0.531
H 2.359 1.622 0.950
H 3.497 0.650 1.831
H 2.123 -1.247 0.649
H 0.954 -0.048 0.739
H -1.933 0.730 -2.356
H -3.131 1.284 -1.154
H -2.462 -0.500 0.374
H -1.049 -0.866 -0.607
H -2.678 -1.304 -1.217
H -1.273 4.271 -0.418
H -2.731 3.325 -0.087
H -1.531 4.683 1.887
H -0.472 3.260 1.916
H -2.173 3.046 2.203
C -4.255 -7.515 1.977
C -4.407 -6.549 0.817
N -3.220 -5.700 0.632
C -2.724 -5.285 -0.584
C -1.657 -4.495 -0.324
N -1.516 -4.437 1.041
C -2.475 -5.167 1.596
C -0.475 -3.701 1.775
H -4.179 -6.996 2.932
H -5.130 -8.161 2.025
H -3.370 -8.140 1.854
H -5.269 -5.898 0.960
H -4.549 -7.092 -0.114
H -3.193 -5.585 -1.503
H -0.980 -3.949 -0.958
H -2.621 -5.294 2.654
H 0.118 -4.405 2.353
H -0.937 -2.970 2.433
H 0.164 -3.181 1.069
*
```

Output
Maximum force = 0.7 eV/Å
E = -37221.8992 eV
Gap between HOMO and LUMO = 2.5 eV
HOMO energy = -3.4850 eV

Löwdin population analysis, charges in e, atoms 1 to 2:
1. C -0.077
2. C -0.297

Among the records above, which one has the highest gap between HOMO and LUMO?
C20H42N3O33S7